Entry from the Open Molecules 2025 dataset: an isolated molecule of C2H3ClO2S (wB97M-V/def2-TZVPD).

Results
Frontier orbital gap   9.8 eV
HOMO level   -9.35 eV
Charge   0
DFT total energy   -1086.7868 Ha

```
9
Properties=species:S:1:pos:R:3:forces:R:3:mulliken_charge:R:1
C 0.653959 -0.813411 -0.182062 -0.843 0.105 -1.517 -0.621
C 0.212843 0.692146 -0.384952 0.652 -3.575 1.180 0.545
O -1.633726 -0.193684 1.137391 -0.904 0.015 2.032 -0.611
O 0.059910 1.422098 0.689762 -0.145 0.567 0.630 -0.519
S -1.217512 -0.665013 -0.201338 1.335 -0.084 -1.599 0.367
Cl 0.539676 1.426595 -1.893387 0.024 0.373 -0.294 -0.168
H 0.921968 -1.415057 -1.083311 -0.356 1.085 0.171 0.291
H 1.142970 -1.384640 0.615588 -0.328 1.176 0.574 0.281
H -0.680087 0.930966 1.302309 0.564 0.338 -1.177 0.434
```
Forces are in eV/Å.